(1)
C7H15N in the gas phase in a non-equilibrium geometry, computed with ωB97M-V/def2-TZVPD.

Results
- Charge: 0
- Orbital gap: 0.357 Ha
- ΔE to the lowest compared entry with this formula, charge and spin: 85.5 kJ/mol

Last column: Mulliken charge in e.
CARTESIAN COORDINATES (ANGSTROEM)
N -1.65074 -1.25770 1.83975  -0.627
C -0.57762 0.83765 -0.08660  -0.968
C 1.91348 2.52584 -1.74067  -1.139
C 0.76510 1.43471 0.29976  -0.623
C 1.80815 1.27697 -0.84133  -0.295
C -0.95587 -3.02249 0.28945  -1.181
C -1.06334 -1.53998 0.57551  0.562
C -0.57636 -0.67252 -0.30591  -0.395
H 2.77731 1.13163 -0.38959  0.331
H 1.54123 3.40925 -1.22678  0.298
H 0.01387 -3.38262 0.66460  0.252
H -1.73979 -3.57938 0.79888  0.396
H 0.63401 2.49469 0.52649  0.358
H -0.95937 -1.15881 2.57606  0.257
H -1.44277 1.05760 0.53944  0.384
H 2.95911 2.66856 -2.02647  0.347
H 1.43950 2.37644 -2.70494  0.277
H -2.13288 -0.36729 1.78409  0.308
H -1.01155 -3.29167 -0.76755  0.336
H 1.56773 0.40393 -1.44057  0.210
H 1.18755 0.92912 1.16410  0.315
H -0.19682 -1.01574 -1.25541  0.303
H -0.94427 1.31492 -1.00825  0.293

Forces on atoms 1 to 3 (eV/Å):
N -0.3 0.7 0.0
C -1.0 -0.6 -0.9
C 0.5 -0.7 -0.3

(2)
A gas-phase ion, C7H15N2 (charge +1) in a non-equilibrium geometry, computed with ωB97M-V/def2-TZVPD.

Results
- Charge: +1
- Orbital gap: 0.270 Ha
- ΔE to the lowest compared entry with this formula, charge and spin: 397.0 kJ/mol

Last column: Mulliken charge in e.
CARTESIAN COORDINATES (ANGSTROEM)
N 1.95402 -0.76482 0.27466  -0.374
N 1.86123 -0.38618 -0.90988  0.551
C 3.01196 0.12929 -1.60734  -0.760
C -0.29836 1.71813 1.22746  -1.390
C -0.81882 -1.60807 -0.70100  -1.541
C -2.19116 0.92682 -0.20842  -2.065
C 0.81902 -1.00896 1.07485  -0.802
C -0.54042 -0.70124 0.53894  0.415
C -0.94286 0.59786 0.52058  1.300
H 2.64242 0.77592 -2.47123  0.325
H -0.99666 -0.78762 -1.49936  0.404
H 3.81232 -0.65689 -1.81091  0.299
H 1.06906 -0.28182 -1.43299  0.190
H -0.78851 2.62663 0.86439  0.435
H -0.22101 1.54431 2.29291  0.326
H -2.78703 1.50198 0.46771  0.518
H -1.75593 -2.14676 -0.41230  0.344
H 3.54536 0.69088 -0.90937  0.364
H -2.06600 1.54818 -1.03497  0.502
H 1.05437 -0.50046 1.99664  0.496
H 0.68923 1.78789 0.72070  0.269
H -2.77224 0.15562 -0.62293  0.399
H 0.95701 -2.11448 1.38022  0.355
H -0.04100 -2.30578 -0.89826  0.442

Forces on atoms 1 to 3 (eV/Å):
N 0.8 0.9 -1.9
N 2.9 -0.6 2.9
C 1.2 -0.7 -1.7

(3)
A gas-phase ion, C7H15N2 (charge +1) in a non-equilibrium geometry, computed with ωB97M-V/def2-TZVPD.

Results
- Charge: +1
- Orbital gap (spin up / spin down): 0.288 / 0.286 Ha
- ΔE to the lowest compared entry with this formula, charge and spin: 585.6 kJ/mol

Last column: Mulliken charge in e.
CARTESIAN COORDINATES (ANGSTROEM)
N 2.11002 -0.83501 -0.47078  0.119
N 2.78585 0.10596 -0.36435  -0.086
C -2.07793 -0.34858 1.01150  -1.340
C -0.99084 -0.06588 -0.18515  1.789
C 0.23950 -0.51885 0.51908  -1.067
C -1.09548 1.43816 -0.48033  -1.574
C 2.77741 1.23375 0.45720  -0.610
C 1.02740 -1.61342 0.26049  -0.470
C -1.30367 -0.80731 -1.44355  -1.526
H 0.55835 -2.32194 -0.46564  0.217
H 3.44975 1.98335 -0.00818  0.278
H -0.22944 1.68368 -1.22408  0.351
H -0.81866 2.07082 0.30043  0.452
H 0.50979 0.04279 1.42875  0.812
H 1.78840 1.61781 0.52758  0.241
H -2.25566 -1.48610 0.88589  0.382
H -2.35439 -0.43251 -1.63153  0.415
H -0.51415 -0.60738 -2.33631  0.311
H -1.74419 -0.11259 2.11936  0.311
H -2.96011 0.13496 0.80806  0.440
H -1.54334 -1.95457 -1.30584  0.410
H 3.18172 1.10327 1.39499  0.394
H 1.58872 -2.03258 1.06540  0.374
H -2.12903 1.72215 -0.86298  0.377

Forces on atoms 1 to 3 (eV/Å):
N 1.1 -1.2 -2.5
N 1.5 0.0 -0.3
C 3.0 -3.5 0.9

(4)
A gas-phase ion, C7H15N2 (charge +1) in a non-equilibrium geometry, computed with ωB97M-V/def2-TZVPD.

Results
- Charge: +1
- Orbital gap: 0.396 Ha
- ΔE to the lowest compared entry with this formula, charge and spin: 182.4 kJ/mol

Last column: Mulliken charge in e.
CARTESIAN COORDINATES (ANGSTROEM)
N -1.17123 2.18900 0.98068  -0.071
N 0.53715 0.62652 1.42834  -0.447
C 0.00260 0.19420 0.37779  0.054
C 1.93518 -0.53491 -0.95139  -1.513
C 0.47141 -0.89429 -0.52279  1.907
C 0.44527 -2.28975 0.16654  -1.631
C -0.02916 1.75059 1.97544  -0.573
C -0.53371 -0.93079 -1.74198  -1.924
C -1.33961 0.98157 0.14379  -0.687
H 2.26903 -1.21187 -1.69812  0.467
H 0.89017 -2.05109 1.11124  0.457
H -1.60346 -0.98695 -1.54215  0.390
H 2.70383 -0.74538 -0.10465  0.311
H 0.84623 2.38859 2.33967  0.363
H -0.53572 -2.61519 0.21584  0.436
H -1.03137 2.88606 0.29172  0.370
H -0.45481 -0.07654 -2.33801  0.541
H 2.01167 0.49070 -1.38137  0.353
H -1.38254 1.33039 -0.87241  0.374
H -0.61497 1.56162 2.94016  0.315
H 0.96702 -3.08095 -0.38080  0.375
H -1.98569 2.47273 1.63162  0.406
H -0.21198 -1.73834 -2.39180  0.417
H -2.18529 0.28408 0.32266  0.310

Forces on atoms 1 to 3 (eV/Å):
N -1.6 -0.5 2.6
N 1.4 -1.3 -0.2
C -1.6 0.9 0.7

(5)
A gas-phase ion, C7H15N2 (charge +1) in a non-equilibrium geometry, computed with ωB97M-V/def2-TZVPD.

Results
- Charge: +1
- Orbital gap (spin up / spin down): 0.241 / 0.238 Ha
- ΔE to the lowest compared entry with this formula, charge and spin: 210.0 kJ/mol
- 2S+1: 3

Last column: Mulliken charge in e.
CARTESIAN COORDINATES (ANGSTROEM)
N 1.48266 0.38210 -0.06651  0.333
N -0.76384 -0.47663 0.28861  0.000
C 2.31940 1.07947 0.88240  -0.844
C 0.93351 -0.86838 0.10392  -0.043
C -1.57553 -1.47361 0.89404  -0.987
C 0.46486 1.22707 -0.67639  -0.936
C -0.88200 0.72835 -0.14922  0.700
C 1.25999 -1.62914 -1.15159  -1.435
C -2.12100 1.41311 -0.54862  -1.396
H 1.34198 -1.30603 0.95852  0.481
H 1.62640 1.61038 1.67969  0.369
H -2.54306 -1.28493 0.71276  0.378
H -2.86158 0.78632 -0.31213  0.378
H 0.54217 2.33656 -0.54627  0.389
H -2.15101 1.70538 -1.59506  0.363
H -2.41724 2.31274 0.03002  0.302
H 2.95723 1.84321 0.41546  0.347
H 2.29749 -1.67313 -1.36931  0.407
H 2.83232 0.45016 1.51147  0.408
H 0.24542 1.22631 -1.79476  0.309
H 0.85741 -2.56462 -1.28013  0.430
H -1.55387 -1.25413 2.06744  0.313
H -1.26818 -2.42032 0.73604  0.324
H 0.74699 -1.14551 -1.93118  0.411

Forces on atoms 1 to 3 (eV/Å):
N -1.4 4.1 0.1
N 5.5 -6.1 0.0
C -1.8 2.0 0.6

(6)
2 unconnected molecules or ions with the total composition C7H15N2O in a non-equilibrium geometry, computed with ωB97M-V/def2-TZVPD.

Results
- Charge: +1
- Orbital gap (spin up / spin down): 0.263 / 0.108 Ha
- ΔE to the lowest compared entry with this formula, charge and spin: 691.8 kJ/mol

Last column: Mulliken charge in e.
CARTESIAN COORDINATES (ANGSTROEM)
O -0.61754 0.60837 1.48149  -0.464
N 4.54256 1.88686 -0.35072  -0.363
N 3.11570 0.02139 -0.30557  -0.180
C 2.17765 -0.94683 -0.66336  -0.783
C 3.44852 1.18281 -0.83490  0.128
C -1.36705 -0.30439 0.95347  -0.402
C -2.06473 1.35292 -0.82103  -1.511
C -2.62573 -1.23283 -1.08767  -0.921
C -3.60817 -0.64044 -0.16327  -0.611
C -2.27114 -0.03579 -0.18438  1.334
H 2.97660 1.49307 -1.77084  0.326
H 4.93155 1.66921 0.54689  0.173
H 1.51656 -0.79861 -1.51231  0.280
H -1.02899 1.64506 -0.59344  0.490
H -2.28123 1.14791 -2.00215  0.333
H -2.79430 2.05144 -0.52520  0.382
H -3.79690 -1.09732 0.76720  0.300
H 4.90783 2.63512 -0.81276  0.189
H 3.66719 -0.23081 0.63018  0.289
H -4.34542 0.07228 -0.45971  0.282
H -2.37923 -2.27158 -0.94895  0.298
H -2.78691 -0.95265 -2.12613  0.256
H -1.26400 -1.27862 1.38632  0.488
H -0.75553 1.51844 0.94168  0.317
H 2.02957 -1.63063 0.01195  0.369

Forces on atoms 1 to 3 (eV/Å):
O 0.1 2.8 -1.5
N -2.2 -2.7 0.9
N 0.9 -0.5 2.1